--- a ---
Molecular formula: C2H7NS2
Method: DFT, ωB97M-V/def2-TZVPD

Values from the calculation:
E_LUMO ... 0.59 eV
SMILES ... C=N.CSS
Frontier orbital gap ... 9.6979 eV
HOMO energy ... -0.335 hartree

Geometry as ORCA input:
```
! RIJCOSX wB97M-V def2-TZVPD def2/J DEFGRID3
* xyz 0 1
S -2.904 -2.015 1.551
H -4.169 -0.931 -0.186
H -2.719 -0.028 0.171
H 3.016 2.045 -2.104
H -1.751 -0.481 3.337
H 5.484 0.908 -1.184
H 3.277 0.919 -0.606
H -2.637 -1.611 -0.754
C -3.111 -1.035 0.042
N 4.885 1.417 -1.835
C 3.677 1.449 -1.475
S -3.049 -0.636 3.044
*
```


--- b ---
Molecular formula: C2H7NS2
Method: DFT, ωB97M-V/def2-TZVPD

Values from the calculation:
E_LUMO ... 0.17 eV
SMILES ... C=N.CSS
Frontier orbital gap ... 8.5270 eV
HOMO energy ... -0.307 hartree

Geometry as ORCA input:
```
! RIJCOSX wB97M-V def2-TZVPD def2/J DEFGRID3
* xyz 0 1
H 2.340 1.910 0.930
C -1.529 -1.181 -1.393
H -2.182 -1.110 -2.220
H -2.432 1.232 1.834
H -2.061 -1.803 -0.573
H 1.887 -0.032 1.747
S -1.422 0.476 -0.593
H 3.077 1.030 -0.591
C 2.497 0.981 0.285
S -1.829 0.052 1.526
N 2.059 -0.144 0.765
H -0.405 -1.411 -1.718
*
```


--- c ---
Molecular formula: C2H7NS2
Method: DFT, ωB97M-V/def2-TZVPD

Values from the calculation:
E_LUMO (alpha / beta) ... -2.90 / -2.90 eV
Frontier orbital gap (alpha / beta) ... 5.2690 / 5.2710 eV
HOMO energy (alpha / beta) ... -0.300 / -0.300 hartree

Geometry as ORCA input:
```
! RIJCOSX wB97M-V def2-TZVPD def2/J DEFGRID3
* xyz 0 1
H -0.497 -0.372 2.104
H -1.289 2.293 0.208
C -0.582 -0.574 1.033
H 3.551 -0.936 -0.682
H -0.381 -1.644 0.893
N 0.391 0.173 0.346
H -0.811 0.237 -1.409
H 0.939 0.667 -1.564
H -1.608 -0.401 0.676
S -0.248 2.475 -0.608
S 2.524 -1.780 -0.672
C 0.074 0.649 -0.906
*
```


--- d ---
Molecular formula: C2H7NS2
Method: DFT, ωB97M-V/def2-TZVPD

Values from the calculation:
E_LUMO (alpha / beta) ... -0.78 / 0.49 eV
Frontier orbital gap (alpha / beta) ... 7.5225 / 9.0747 eV
HOMO energy (alpha / beta) ... -0.305 / -0.315 hartree

Geometry as ORCA input:
```
! RIJCOSX wB97M-V def2-TZVPD def2/J DEFGRID3
* xyz 0 1
S -1.872 -0.941 -0.066
H -1.665 0.023 -1.103
H -0.860 1.339 1.562
H -2.013 2.261 -0.513
C -0.388 0.937 0.721
H 0.693 1.188 0.747
S -0.773 1.880 -0.825
H 1.546 -2.572 0.077
N -0.487 -0.452 0.603
C 1.857 -1.538 -0.306
H 2.579 -1.013 0.294
H 1.383 -1.113 -1.191
*
```


It is a that is most stable; the runner-up trails by 0.0364 hartree.


--- a ---
Molecular formula: C2H8NS
Method: DFT, ωB97M-V/def2-TZVPD

Values from the calculation:
E_LUMO ... 4.07 eV
Frontier orbital gap ... 6.7526 eV
HOMO energy ... -0.099 hartree

Geometry as ORCA input:
```
! RIJCOSX wB97M-V def2-TZVPD def2/J DEFGRID3
* xyz -1 1
H -0.433 -2.501 -0.471
H -0.550 1.191 1.265
C 0.022 -0.248 -0.198
H 1.012 0.263 -0.074
H 0.514 2.960 -1.409
H 1.311 -2.067 0.067
H -0.168 -2.137 1.112
S 1.087 3.054 -0.240
H -1.663 0.943 0.224
N -0.996 0.365 0.796
H -0.327 -0.022 -1.199
C 0.193 -1.803 0.128
*
```


--- b ---
Molecular formula: C2H8NS
Method: DFT, ωB97M-V/def2-TZVPD

Values from the calculation:
E_LUMO ... 4.35 eV
Frontier orbital gap ... 6.6947 eV
HOMO energy ... -0.086 hartree

Geometry as ORCA input:
```
! RIJCOSX wB97M-V def2-TZVPD def2/J DEFGRID3
* xyz -1 1
H -1.279 -0.787 0.276
C -0.300 0.421 1.815
H 1.522 -0.097 -2.758
H 0.416 -1.135 0.467
H -1.283 0.771 2.135
H 0.397 0.195 2.626
H -0.781 -1.734 1.642
H 0.695 1.233 -2.390
N 0.688 0.426 -3.009
S 0.486 1.724 0.784
H -0.076 -0.140 -2.615
C -0.486 -0.877 1.026
*
```


It is b that is most stable; the runner-up trails by 0.0190 hartree.


--- a ---
Molecular formula: C2H8NS
Method: DFT, ωB97M-V/def2-TZVPD

Values from the calculation:
E_LUMO ... 4.40 eV
Frontier orbital gap ... 6.8472 eV
HOMO energy ... -0.090 hartree

Geometry as ORCA input:
```
! RIJCOSX wB97M-V def2-TZVPD def2/J DEFGRID3
* xyz -1 1
C 0.499 -1.373 0.477
S 0.542 0.594 -1.710
H -0.842 -1.603 -1.430
H 1.157 -0.513 0.664
H 1.048 -1.666 -1.580
H -0.291 2.161 -0.070
C 0.146 -1.184 -1.054
H 0.900 -2.445 0.708
H -1.506 1.931 0.864
H -0.476 -1.447 1.020
N -0.851 2.659 0.640
H -0.326 2.886 1.472
*
```


--- b ---
Molecular formula: C2H8NS
Method: DFT, ωB97M-V/def2-TZVPD

Values from the calculation:
E_LUMO ... 3.93 eV
Frontier orbital gap ... 6.4603 eV
HOMO energy ... -0.093 hartree

Geometry as ORCA input:
```
! RIJCOSX wB97M-V def2-TZVPD def2/J DEFGRID3
* xyz -1 1
H 1.303 1.925 0.584
C 0.294 -0.668 0.732
H -2.436 -2.444 -0.581
N -0.149 0.590 0.145
H -0.699 0.386 -0.772
H 0.980 -0.631 1.626
H -0.545 -1.232 1.143
C 1.023 1.425 -0.293
H 0.676 2.356 -0.792
H 1.830 0.838 -0.845
S -2.942 -1.193 -0.849
H 0.666 -1.351 -0.098
*
```


--- c ---
Molecular formula: C2H8NS
Method: DFT, ωB97M-V/def2-TZVPD

Values from the calculation:
E_LUMO ... 4.32 eV
Frontier orbital gap ... 6.9698 eV
HOMO energy ... -0.097 hartree

Geometry as ORCA input:
```
! RIJCOSX wB97M-V def2-TZVPD def2/J DEFGRID3
* xyz -1 1
H 1.589 -0.192 1.319
C -1.240 0.611 -0.147
S 1.049 -2.217 -1.302
H -0.434 -0.833 0.926
H 1.258 0.666 -0.197
H 0.518 -2.465 -2.494
C 0.950 0.544 0.835
N -0.471 0.168 1.016
H -1.020 1.671 -0.310
H -1.009 0.102 -1.087
H -2.304 0.472 0.047
H 1.114 1.475 1.395
*
```


It is c that is most stable; the runner-up trails by 0.0149 hartree.


--- a ---
Molecular formula: C3H9OP
Method: DFT, ωB97M-V/def2-TZVPD

Values from the calculation:
E_LUMO ... 0.66 eV
SMILES ... CP(C)(C)=O
Frontier orbital gap ... 9.5150 eV
HOMO energy ... -0.325 hartree

Geometry as ORCA input:
```
! RIJCOSX wB97M-V def2-TZVPD def2/J DEFGRID3
* xyz 0 1
H -1.061 -0.009 -2.115
C -0.425 -0.541 -1.444
C -0.630 1.356 0.802
H -0.764 2.274 0.335
O 1.557 1.634 -1.237
C 1.595 -0.616 0.755
P 0.530 0.467 -0.281
H -1.103 -1.404 -1.084
H 0.283 -0.958 -2.116
H 1.177 -1.359 1.368
H 2.278 -1.337 0.079
H 0.075 1.650 1.721
H 2.308 -0.046 1.304
H -1.499 0.895 1.144
*
```


--- b ---
Molecular formula: C3H9OP
Method: DFT, ωB97M-V/def2-TZVPD

Values from the calculation:
E_LUMO ... 0.83 eV
SMILES ... O=[PH3].C=CC
Frontier orbital gap ... 10.1777 eV
HOMO energy ... -0.344 hartree

Geometry as ORCA input:
```
! RIJCOSX wB97M-V def2-TZVPD def2/J DEFGRID3
* xyz 0 1
H -1.761 -2.062 0.604
H 1.352 -1.949 -0.560
H -0.746 1.511 -0.788
H -0.058 1.454 -2.486
C 0.118 1.229 -1.336
H -0.310 -0.863 1.992
C 0.311 -0.234 -1.105
H 2.150 -0.449 0.105
P -1.591 -0.791 1.293
O -1.883 0.413 0.528
H 0.946 1.797 -0.928
C 1.349 -0.823 -0.414
H -2.498 -1.103 2.386
H -0.246 -0.894 -1.679
*
```


It is a that is most stable; the runner-up trails by 0.0174 hartree.